(1)
A molecular structure, C38H38N12ORhS in a non-equilibrium geometry, computed with wB97M-V/def2-TZVPD.

## Properties
Charge: +1
HOMO level (alpha / beta) in eV: -10.4 / -10.4
Frontier orbital gap (alpha / beta) in eV: 5.634 / 5.639
Energy relative to the best compared isomer or geometry (same formula, charge and spin) in eV: 0.0000

Atoms and positions in Å:
Rh: -0.600 -0.567 0.160
C: -3.223 4.112 1.974
C: -3.455 3.023 2.804
C: -3.220 1.735 2.352
C: -2.704 1.522 1.072
C: -2.438 2.621 0.256
C: -2.718 3.904 0.698
N: -2.432 0.211 0.624
C: -3.338 -0.772 0.804
C: -4.742 -0.578 0.832
C: -5.570 -1.664 0.892
C: -5.062 -2.987 0.978
C: -3.722 -3.218 0.978
C: -2.843 -2.119 0.862
N: -1.492 -2.184 0.789
N: -0.861 -3.288 0.837
C: 0.459 -3.172 0.450
C: 1.304 -4.275 0.501
C: 2.628 -4.125 0.143
C: 3.083 -2.883 -0.285
C: 2.191 -1.830 -0.325
N: 0.917 -1.961 0.041
H: -3.435 5.115 2.319
H: -3.822 3.173 3.811
H: -3.400 0.881 2.994
H: -2.073 2.454 -0.749
H: -2.540 4.747 0.043
H: -5.149 0.422 0.770
H: -6.641 -1.507 0.874
H: -5.749 -3.819 1.045
H: -3.314 -4.216 1.055
H: 0.889 -5.222 0.814
H: 3.306 -4.967 0.180
H: 4.105 -2.743 -0.605
H: 2.497 -0.848 -0.664
N: 0.258 0.993 -0.681
C: 0.502 2.011 -1.182
C: 0.788 3.197 -1.801
C: 0.303 3.408 -3.118
N: -0.123 3.559 -4.179
C: 1.548 4.191 -1.128
N: 2.168 4.996 -0.586
C: -5.424 -0.368 -3.404
C: -4.145 -0.193 -2.587
C: -3.300 -1.463 -2.628
S: -1.577 -1.191 -2.150
O: -0.951 -2.533 -2.175
C: -0.947 -0.254 -3.602
C: 0.242 -0.962 -4.250
C: 1.323 0.034 -4.668
H: -6.057 0.514 -3.312
H: -5.988 -1.234 -3.054
H: -5.191 -0.513 -4.459
H: -4.402 0.039 -1.555
H: -3.578 0.655 -2.983
H: -3.229 -1.887 -3.632
H: -3.675 -2.225 -1.943
H: -0.650 0.721 -3.213
H: -1.783 -0.121 -4.287
H: -0.094 -1.534 -5.115
H: 0.657 -1.683 -3.544
H: 0.930 0.778 -5.360
H: 2.148 -0.488 -5.151
H: 1.718 0.561 -3.797
C: 1.579 -1.693 3.120
C: 1.386 -0.259 2.770
N: 0.365 0.243 2.093
C: 0.507 1.619 2.103
C: 1.625 1.941 2.786
N: 2.178 0.743 3.204
C: 3.428 0.640 3.946
N: 4.493 1.282 3.245
N: 5.031 2.438 3.726
N: 5.979 2.809 2.972
C: 6.112 1.902 1.936
C: 6.999 1.856 0.860
C: 6.872 0.802 -0.015
C: 5.892 -0.191 0.165
C: 5.008 -0.160 1.222
C: 5.145 0.908 2.108
H: 0.706 -2.253 2.799
H: 1.683 -1.813 4.198
H: 2.462 -2.123 2.641
H: -0.219 2.271 1.649
H: 2.079 2.892 3.005
H: 3.657 -0.412 4.106
H: 3.339 1.150 4.904
H: 7.750 2.624 0.734
H: 7.541 0.728 -0.861
H: 5.840 -1.001 -0.552
H: 4.254 -0.925 1.357

---

(2)
A molecular structure, C38H39As2FIrNS2SiTe in a non-equilibrium geometry, computed with wB97M-V/def2-TZVPD.

## Properties
Charge: 0
HOMO level (alpha / beta) in eV: -5.9 / -7.4
Frontier orbital gap (alpha / beta) in eV: 6.488 / 5.958
Spin multiplicity: 5
Energy relative to the best compared isomer or geometry (same formula, charge and spin) in eV: 0.2099

Atoms and positions in Å:
Ir: 14.085 12.054 12.897
C: 19.068 17.465 12.283
Si: 17.351 16.743 11.959
C: 16.172 17.722 13.122
C: 16.805 16.957 10.172
C: 17.292 14.912 12.434
C: 18.456 14.258 12.792
C: 18.447 12.916 13.133
C: 17.239 12.249 13.143
N: 16.085 12.858 12.885
C: 16.093 14.130 12.395
S: 14.571 14.710 11.802
H: 19.016 18.542 12.083
H: 19.865 17.061 11.596
H: 19.368 17.279 13.316
H: 16.040 18.659 12.576
H: 16.591 17.976 14.077
H: 15.222 17.219 13.262
H: 16.825 17.968 9.810
H: 15.767 16.647 10.030
H: 17.356 16.313 9.502
H: 19.411 14.776 12.833
H: 19.343 12.334 13.384
H: 17.174 11.193 13.409
C: 13.350 8.554 12.982
C: 11.989 9.178 12.839
As: 12.054 10.920 12.113
C: 12.119 10.612 10.194
C: 11.376 9.646 9.515
C: 11.530 9.503 8.157
C: 12.360 10.390 7.466
C: 13.020 11.405 8.108
C: 12.923 11.510 9.485
C: 10.314 11.590 12.397
C: 10.006 11.999 13.715
C: 8.729 12.523 14.002
C: 7.825 12.649 12.951
C: 8.144 12.313 11.652
C: 9.398 11.791 11.389
As: 14.739 9.687 13.729
C: 16.284 8.786 13.031
C: 17.044 7.885 13.752
C: 17.989 7.111 13.104
C: 18.177 7.202 11.731
C: 17.410 8.131 11.005
C: 16.457 8.886 11.645
C: 14.736 9.186 15.607
C: 14.351 7.934 16.042
C: 14.350 7.608 17.400
C: 14.815 8.513 18.315
C: 15.242 9.768 17.873
C: 15.182 10.083 16.530
H: 13.769 8.202 12.014
H: 13.236 7.670 13.577
H: 11.544 9.283 13.837
H: 11.356 8.544 12.196
H: 10.784 8.926 10.087
H: 11.020 8.708 7.647
H: 12.522 10.255 6.449
H: 13.641 12.100 7.535
H: 13.505 12.221 10.037
H: 10.718 11.911 14.514
H: 8.438 12.856 15.003
H: 6.859 13.079 13.163
H: 7.469 12.468 10.819
H: 9.636 11.571 10.356
H: 16.906 7.828 14.819
H: 18.634 6.437 13.742
H: 18.921 6.570 11.211
H: 17.587 8.257 9.944
H: 15.781 9.515 11.075
H: 14.032 7.148 15.311
H: 14.052 6.618 17.723
H: 14.767 8.280 19.358
H: 15.637 10.489 18.558
H: 15.411 11.105 16.221
Te: 13.219 13.929 14.684
C: 11.621 14.880 13.765
C: 11.137 14.798 12.481
C: 9.865 15.374 12.356
C: 9.414 15.928 13.524
S: 10.514 15.706 14.816
H: 11.681 14.308 11.714
H: 9.299 15.463 11.454
H: 8.532 16.534 13.642
F: 12.826 11.020 14.665

---

(3)
A molecular structure, C38H39BaN5O4S2Se in a non-equilibrium geometry, computed with wB97M-V/def2-TZVPD.

## Properties
Charge: 0
HOMO level in eV: -7.4
Frontier orbital gap in eV: 7.090
Energy relative to the best compared isomer or geometry (same formula, charge and spin) in eV: 1.1148

Atoms and positions in Å:
Ba: 0.785 -1.989 -1.147
C: -4.318 -3.611 -1.500
C: -3.423 -4.810 -1.480
N: -2.119 -4.802 -1.451
C: -1.613 -6.095 -1.443
C: -2.549 -7.075 -1.464
S: -4.111 -6.400 -1.495
C: -0.163 -6.371 -1.423
C: 0.345 -7.626 -1.336
S: 2.044 -7.588 -1.389
C: 2.004 -5.866 -1.518
N: 0.794 -5.364 -1.516
C: 3.301 -5.116 -1.606
H: -3.717 -2.715 -1.555
H: -4.926 -3.562 -0.593
H: -4.998 -3.642 -2.356
H: -2.406 -8.147 -1.475
H: -0.187 -8.566 -1.255
H: 4.065 -5.725 -2.087
H: 3.660 -4.854 -0.609
H: 3.185 -4.191 -2.164
O: 0.870 -1.947 1.289
C: 1.812 -2.077 2.079
C: 3.217 -2.162 1.764
C: 4.108 -2.225 2.839
C: 5.454 -2.248 2.620
C: 5.966 -2.192 1.308
C: 5.115 -2.139 0.240
C: 3.702 -2.150 0.414
O: 2.901 -2.175 -0.592
N: 6.373 -2.319 3.766
O: 5.895 -2.366 4.889
O: 7.571 -2.333 3.538
H: 1.590 -2.118 3.156
H: 3.737 -2.252 3.857
H: 7.039 -2.192 1.175
H: 5.489 -2.086 -0.776
C: -5.010 -0.128 1.823
C: -4.225 1.083 2.329
C: -2.872 0.719 2.940
C: -1.804 0.266 1.935
N: -1.481 1.301 0.956
C: -1.767 1.284 -0.380
Se: -2.470 -0.129 -1.336
N: -1.386 2.488 -0.873
C: -1.412 2.879 -2.288
C: -2.798 3.188 -2.841
C: -3.480 4.427 -2.240
C: -3.999 4.230 -0.806
C: -0.792 3.254 0.133
C: -0.238 4.525 0.123
C: 0.266 5.008 1.322
C: 0.221 4.242 2.489
C: -0.343 2.973 2.493
C: -0.855 2.503 1.293
H: -6.017 0.167 1.513
H: -5.109 -0.885 2.612
H: -4.521 -0.585 0.961
H: -4.815 1.602 3.088
H: -4.076 1.796 1.511
H: -3.009 -0.092 3.662
H: -2.488 1.579 3.493
H: -2.129 -0.607 1.381
H: -0.884 0.009 2.455
H: -0.926 2.087 -2.852
H: -0.793 3.770 -2.365
H: -3.441 2.320 -2.713
H: -2.667 3.328 -3.919
H: -4.325 4.686 -2.883
H: -2.790 5.279 -2.270
H: -4.560 3.292 -0.730
H: -4.667 5.046 -0.516
H: -3.187 4.198 -0.076
H: -0.175 5.116 -0.786
H: 0.719 5.992 1.346
H: 0.632 4.644 3.409
H: -0.375 2.376 3.399
C: 1.343 0.430 -1.600
C: 1.840 1.562 -1.517
C: 2.456 2.863 -1.430
C: 2.283 3.815 -2.442
C: 2.839 5.084 -2.330
C: 3.593 5.424 -1.212
C: 3.792 4.481 -0.210
C: 3.228 3.217 -0.315
H: 1.710 3.546 -3.324
H: 2.686 5.810 -3.121
H: 4.026 6.414 -1.126
H: 4.390 4.735 0.659
H: 3.368 2.484 0.471

---

(4)
A molecular structure, C38H39BiF6N11O3Se, computed with wB97M-V/def2-TZVPD.

## Properties
Charge: +1
HOMO level in eV: -10.3
Frontier orbital gap in eV: 6.924
Energy relative to the best compared isomer or geometry (same formula, charge and spin) in eV: 0.5276

Atoms and positions in Å:
Bi: -0.120 -0.167 0.274
O: -0.162 -1.926 4.688
C: -1.446 -1.591 4.883
C: -1.886 -1.537 6.207
C: -3.193 -1.210 6.495
C: -4.102 -0.928 5.473
C: -3.680 -0.989 4.165
C: -2.354 -1.316 3.844
C: -1.939 -1.340 2.439
O: -0.672 -1.354 2.149
N: -2.873 -1.350 1.511
N: -2.310 -1.255 0.278
C: -2.937 -1.781 -0.702
C: -2.353 -1.741 -2.041
C: -3.021 -2.290 -3.126
C: -2.424 -2.227 -4.377
C: -1.193 -1.606 -4.495
C: -0.603 -1.082 -3.353
N: -1.155 -1.155 -2.150
H: 0.076 -1.770 3.757
H: -1.171 -1.759 6.988
H: -3.515 -1.172 7.528
H: -5.126 -0.672 5.706
H: -4.363 -0.782 3.352
H: -3.886 -2.281 -0.527
H: -3.987 -2.755 -2.986
H: -2.917 -2.652 -5.241
H: -0.691 -1.526 -5.449
H: 0.348 -0.575 -3.399
C: 1.454 -3.095 1.289
N: 1.258 -2.508 -0.049
C: 0.473 -3.471 -0.836
C: 2.590 -2.337 -0.664
C: 2.661 -1.531 -1.950
N: 2.352 -0.107 -1.821
C: 2.571 0.550 -3.110
C: 3.269 0.513 -0.856
H: 2.170 -3.923 1.236
H: 0.507 -3.473 1.663
H: 1.820 -2.328 1.957
H: 0.933 -4.466 -0.789
H: 0.411 -3.170 -1.878
H: -0.536 -3.542 -0.429
H: 2.987 -3.335 -0.900
H: 3.244 -1.908 0.095
H: 1.999 -1.964 -2.704
H: 3.688 -1.653 -2.331
H: 3.637 0.555 -3.377
H: 2.224 1.583 -3.060
H: 2.044 0.042 -3.918
H: 4.302 0.173 -1.025
H: 2.971 0.287 0.168
H: 3.251 1.594 -0.990
Se: 0.306 6.998 -4.189
N: 1.216 6.396 -2.787
C: 0.637 5.291 -2.400
C: 1.084 4.490 -1.267
C: 2.121 4.899 -0.428
C: 2.456 4.110 0.646
C: 1.783 2.902 0.821
N: 0.816 2.490 0.016
C: 0.435 3.284 -0.991
C: -0.761 2.875 -1.746
N: -1.399 1.757 -1.353
C: -2.555 1.467 -1.939
C: -3.116 2.212 -2.968
C: -2.439 3.323 -3.415
C: -1.247 3.676 -2.787
C: -0.513 4.880 -3.159
N: -0.854 5.653 -4.155
H: 2.623 5.836 -0.631
H: 3.231 4.401 1.341
H: 2.020 2.204 1.612
H: -3.079 0.601 -1.561
H: -4.064 1.917 -3.395
H: -2.816 3.944 -4.218
C: 4.231 1.004 2.492
C: 2.998 0.238 3.023
O: 1.982 0.095 2.124
C: 3.535 -1.149 3.478
F: 4.058 -1.794 2.410
F: 4.509 -1.082 4.396
F: 2.577 -1.939 3.981
C: 2.520 1.007 4.287
F: 3.477 1.222 5.196
F: 2.054 2.231 3.926
F: 1.501 0.396 4.918
H: 4.551 0.551 1.558
H: 5.060 0.973 3.197
H: 3.980 2.047 2.307
N: -1.354 2.397 3.703
C: -2.323 2.956 2.902
C: -2.236 2.307 1.713
N: -1.233 1.363 1.791
C: -0.725 1.444 3.005
H: -1.149 2.639 4.659
H: -2.980 3.734 3.245
H: -2.825 2.443 0.824
H: 0.090 0.837 3.357

---

(5)
A molecular structure, C38H39F4N6O3W, computed with wB97M-V/def2-TZVPD.

## Properties
Charge: +3
HOMO level (alpha / beta) in eV: -14.8 / -14.8
Frontier orbital gap (alpha / beta) in eV: 6.504 / 6.486

Atoms and positions in Å:
W: -1.227 1.779 0.318
C: -4.051 6.832 -0.950
C: -3.796 5.522 -1.700
C: -4.453 4.325 -1.049
C: -5.803 4.123 -1.341
C: -6.498 3.031 -0.865
C: -5.837 2.090 -0.090
C: -4.500 2.249 0.239
C: -3.901 1.221 1.173
C: -3.817 1.707 2.618
C: -3.819 3.395 -0.214
N: -2.410 3.452 0.054
C: -1.692 4.566 0.098
C: -0.301 4.424 -0.049
C: 0.768 5.295 -0.154
C: 1.906 4.507 -0.426
C: 1.500 3.192 -0.467
N: 0.153 3.106 -0.237
H: -3.558 7.666 -1.446
H: -3.714 6.798 0.089
H: -5.119 7.045 -0.918
H: -2.722 5.364 -1.849
H: -4.210 5.615 -2.705
H: -6.305 4.840 -1.979
H: -7.542 2.898 -1.111
H: -6.372 1.221 0.272
H: -2.946 0.714 0.815
H: -4.541 0.335 1.139
H: -3.261 2.638 2.711
H: -3.363 0.966 3.273
H: -4.833 1.893 2.967
H: -2.154 5.536 0.225
H: 0.732 6.369 -0.059
H: 2.910 4.866 -0.580
H: 2.086 2.304 -0.644
F: 3.181 -2.863 -2.316
C: 2.959 -2.658 -1.009
C: 2.006 -1.748 -0.662
C: 1.761 -1.454 0.686
C: 0.781 -0.456 1.059
O: 0.112 0.132 0.145
C: 0.639 -0.203 2.442
C: 1.400 -0.921 3.346
N: 2.282 -1.852 3.007
C: 3.066 -2.513 4.046
C: 2.395 -2.907 5.324
C: 2.808 -3.961 4.343
C: 2.511 -2.131 1.659
C: 3.470 -3.076 1.282
C: 3.731 -3.358 -0.053
N: 4.707 -4.301 -0.395
C: 4.820 -4.844 -1.752
C: 5.810 -6.016 -1.741
N: 5.795 -6.661 -0.387
C: 6.369 -5.735 0.661
C: 5.993 -4.298 0.293
C: -0.286 0.785 3.047
O: -0.465 0.917 4.215
O: -0.944 1.578 2.144
H: 1.464 -1.229 -1.439
H: 1.285 -0.721 4.403
H: 4.081 -2.140 4.092
H: 1.335 -2.727 5.431
H: 2.966 -2.782 6.232
H: 2.015 -4.446 3.789
H: 3.658 -4.586 4.577
H: 4.002 -3.614 2.051
H: 5.182 -4.115 -2.479
H: 3.841 -5.189 -2.080
H: 6.837 -5.700 -1.917
H: 5.547 -6.762 -2.487
H: 6.313 -7.541 -0.401
H: 4.830 -6.888 -0.140
H: 7.447 -5.882 0.675
H: 5.954 -6.045 1.618
H: 6.762 -3.852 -0.347
H: 5.955 -3.696 1.196
F: -3.323 0.291 -6.255
C: -3.861 -0.297 -5.187
F: -5.154 0.030 -5.126
F: -3.762 -1.618 -5.329
C: -3.165 0.167 -3.918
C: -2.921 -0.718 -2.880
C: -2.323 -0.238 -1.735
N: -1.986 1.056 -1.588
C: -2.217 1.907 -2.608
C: -2.797 1.498 -3.787
H: -3.189 -1.762 -2.958
H: -2.100 -0.889 -0.901
H: -1.928 2.938 -2.458
H: -2.962 2.208 -4.585